Computed, not measured: C11H6CrN2O6 as an isolated structure, with ωB97M-V/def2-TZVPD.

Its total charge is +2. For the energy above the lowest of the compared OMol25 structures with the same formula, charge and spin, the calculation gives 0.1157 eV. The calculation puts the frontier orbital gap (alpha / beta) at 7.88 / 4.91 eV. The spin multiplicity is 5.

Cartesian coordinates (Å):
O -0.16035 -0.33609 -7.99131
C -0.15959 -0.11816 -6.85090
Cr -0.09911 -0.33852 -1.85612
O 1.81140 -2.64889 -1.76765
C 1.04630 -1.79936 -1.99848
C -1.27010 1.20150 -1.75464
O -1.82522 2.03969 -1.26051
C -1.61153 -1.38771 -2.03139
O -2.62270 -1.94411 -1.88966
C 1.42396 0.76092 -1.86790
O 2.29256 1.44333 -1.53026
N 0.47364 2.12147 3.83197
C 0.41251 2.05643 2.45148
O 0.56905 3.00665 1.71999
C 0.09392 0.67406 1.95825
C -0.07867 -0.57736 2.64191
C -0.28332 -1.85481 2.08356
C -0.26910 -1.82284 0.65116
N -0.15606 -0.63291 0.08937
C -0.01371 0.57617 0.56946
H 0.73032 2.97034 4.23079
H 0.50479 1.22247 4.35814
H -0.05289 -0.52259 3.70388
H -0.43876 -2.80746 2.64348
H -0.35031 -2.70271 -0.01824
H 0.03295 1.42050 -0.11638

Atoms 1-3, force components in eV/Å:
0.0 0.9 4.5
0.0 -0.9 -4.5
-0.2 0.8 -1.4

Computed, not measured: C11H78NO27 as an isolated structure, with ωB97M-V/def2-TZVPD.

Its total charge is +1. For the energy above the lowest of the compared OMol25 structures with the same formula, charge and spin, the calculation gives 4.2485 eV. The calculation puts the frontier orbital gap at 9.21 eV.

Cartesian coordinates (Å):
C -2.97701 0.94914 2.54803
C -2.57901 0.90514 1.09203
C -1.24901 0.22014 0.86903
C -0.69101 0.30014 -0.46597
N 0.48299 -0.58486 -0.60297
C 1.01999 -0.54186 -2.02197
C 1.62499 -1.89686 -2.29797
C 0.61199 -2.78886 -1.71797
C 0.09599 -2.06486 -0.44297
C 1.64499 -0.41586 0.40803
C 2.05499 1.00114 0.52103
C 3.32899 1.05214 1.52703
H -3.97901 1.27614 2.50903
H -2.49401 1.74314 3.10603
H -2.95901 0.00814 3.20403
H -2.42601 1.96114 0.65403
H -3.55401 0.38414 0.71303
H -1.48401 -0.84186 1.05803
H -0.67401 0.65214 1.72903
H -0.40501 1.34114 -0.70097
H -1.48501 0.08014 -1.27497
H 1.69999 0.30514 -2.20297
H 0.06999 -0.39786 -2.71197
H 2.66099 -2.03886 -1.86997
H 1.59199 -2.27086 -3.36497
H 0.84699 -3.90686 -1.45897
H -0.24801 -3.00586 -2.28997
H 0.39799 -2.53986 0.55703
H -0.98401 -2.46086 -0.71797
H 2.40599 -1.16686 0.35303
H 1.23099 -0.78186 1.34903
H 1.35699 1.75414 0.74403
H 2.61099 1.49214 -0.43297
H 4.15199 0.30614 1.22603
H 3.12799 0.83114 2.47103
H 3.93599 2.00214 1.30903
O 0.72499 3.72714 -2.51097
H 0.37099 3.84514 -1.54497
H 0.36999 4.36714 -3.13597
O 2.30699 -3.07286 2.45703
H 1.66299 -2.51486 3.03803
H 3.24399 -2.76386 2.43403
O 6.01299 3.48114 0.92103
H 6.30899 4.29014 1.00703
H 5.74299 3.18514 0.03303
O -0.41301 3.78214 0.15503
H 0.11299 4.31414 0.73303
H -1.32101 4.16614 0.50203
O 0.18799 -2.26186 -4.94297
H 0.75999 -2.95586 -5.11497
H -0.44801 -2.53986 -5.65397
O 1.45199 -5.77386 -3.39997
H 2.09099 -5.15586 -3.04697
H 1.86799 -6.57586 -3.06097
O 3.95099 0.00314 -3.71097
H 3.30899 -0.28186 -4.50997
H 3.84599 0.94014 -3.45397
O 0.30099 2.70314 2.78703
H 0.20199 3.30214 2.14303
H 1.07299 3.29914 3.13303
O -1.75401 4.49814 4.54803
H -1.32701 3.85514 4.18503
H -1.10601 4.95214 5.23303
O -2.73001 -3.85286 0.43903
H -3.26801 -3.25986 -0.14597
H -2.49301 -4.55986 0.00203
O 1.50999 0.31914 -4.46197
H 0.83799 0.93314 -4.43697
H 0.98499 -0.34686 -4.52297
O -6.69501 -0.08386 -0.29497
H -6.26501 -0.30586 0.59903
H -7.40301 0.47414 0.10103
O -2.95001 4.65914 0.92103
H -2.88301 5.64014 0.93603
H -3.72001 4.18014 1.27503
O -1.37501 1.98614 -2.91497
H -0.52801 2.52814 -2.90997
H -1.70801 1.56614 -3.72497
O -6.55301 1.71514 2.83703
H -6.29701 2.54514 2.32503
H -6.12501 1.69014 3.69103
O -2.68401 0.84314 5.87503
H -3.02401 -0.11186 5.83403
H -2.61001 1.25414 6.82703
O 4.33099 3.84714 3.10603
H 4.98299 4.23614 3.66603
H 4.82499 3.44014 2.30303
O -2.09901 -1.94186 -3.65897
H -2.81101 -1.24486 -3.90697
H -1.77301 -2.05886 -4.45997
O 5.06699 -1.47086 -2.43597
H 5.90399 -1.77786 -2.74197
H 4.86399 -0.57686 -2.58397
O 4.92599 -2.35386 1.86103
H 5.39899 -3.02986 2.11503
H 5.52799 -1.75986 1.29603
O 1.52799 -4.55786 -5.20097
H 0.67299 -4.93786 -5.47997
H 1.40899 -4.95486 -4.18297
O -0.40401 0.56214 4.60303
H -0.13401 1.30814 4.05703
H -1.34601 0.64314 4.83503
O -6.07801 -0.39086 2.26303
H -6.97601 -0.80286 2.14703
H -6.24201 0.51214 2.64703
O -0.72701 1.11714 -4.98897
H -0.85901 2.02014 -5.25997
H -1.35101 0.61014 -5.44397
O 1.26399 -1.28886 4.08703
H 1.03099 -0.34286 3.98203
H 1.45399 -1.35486 5.04203
O 3.50199 -4.09786 -3.43097
H 3.57999 -4.05786 -4.26097
H 3.85099 -3.13286 -3.30697
O -5.26801 -1.77686 4.50803
H -4.95401 -2.69486 4.13303
H -5.41401 -1.17786 3.84703

Atoms 1-3, force components in eV/Å:
0.5 0.0 1.5
-1.5 0.4 -1.1
-1.6 -1.2 2.7

The records above give, respectively, E values of -55169.7465 -69428.0897 eV.
The records above give, respectively, max |F| values of 9.55 11.00 eV/Å.